No. 1
Below is one molecule with the formula C18H20N2O, with properties calculated with ωB97M-V with the def2-TZVPD basis set.

```
41
Properties=species:S:1:pos:R:3
C -0.822 -0.992 2.281
N -0.098 -0.373 1.189
C 1.240 -0.657 1.093
O 1.752 -1.542 1.748
N 1.946 0.145 0.219
C 3.282 0.020 -0.164
C 3.857 1.083 -0.860
C 5.166 1.012 -1.293
C 5.923 -0.119 -1.039
C 5.354 -1.177 -0.350
C 4.044 -1.118 0.086
H 3.608 -1.938 0.630
H 5.937 -2.064 -0.149
H 6.947 -0.174 -1.376
H 5.596 1.845 -1.830
H 3.269 1.970 -1.063
H 1.527 1.021 -0.054
C -0.869 0.448 0.270
C -2.052 -0.328 -0.283
C -1.847 -1.642 -0.693
C -2.878 -2.389 -1.227
C -4.133 -1.821 -1.369
C -4.337 -0.510 -0.984
C -3.307 0.252 -0.443
C -3.576 1.676 -0.039
C -2.292 2.493 0.035
C -1.293 1.767 0.926
H -0.411 2.386 1.109
H -1.760 1.558 1.889
H -2.504 3.486 0.435
H -1.874 2.614 -0.967
H -4.275 2.128 -0.746
H -4.062 1.677 0.942
H -5.312 -0.060 -1.104
H -4.947 -2.395 -1.785
H -2.703 -3.409 -1.534
H -0.865 -2.079 -0.579
H -0.243 0.673 -0.603
H -0.946 -0.291 3.112
H -1.801 -1.330 1.944
H -0.243 -1.844 2.631
```

Values from the calculation:
HOMO-LUMO gap = 8.831 eV
HOMO energy = -8.22 eV
SMILES string = CN(C(=O)Nc1ccccc1)[C@@H]1CCCc2ccccc21



No. 2
Below is C11H12BrNO as an isolated structure at a distorted geometry, with properties calculated with ωB97M-V with the def2-TZVPD basis set.

```
26
Properties=species:S:1:pos:R:3
C 3.565 0.585 0.323
C 2.939 0.413 1.528
C 2.928 0.929 -0.905
C 1.515 0.539 1.551
C 1.595 0.831 -0.914
C 1.003 0.526 0.316
C -2.494 -1.424 0.164
C 0.528 1.020 -2.004
C -0.810 0.370 -1.642
C -0.952 0.455 -0.152
C -3.105 -2.285 1.257
N -1.687 -0.414 0.641
O -2.657 -1.684 -1.012
Br -1.587 2.403 0.299
H 4.667 0.608 0.149
H 3.444 0.282 2.383
H 3.393 1.177 -1.862
H 1.083 0.503 2.552
H 0.162 1.990 -2.167
H 0.811 0.765 -2.916
H -1.761 0.761 -1.945
H -0.765 -0.634 -1.879
H -2.479 -2.323 2.069
H -4.120 -1.794 1.577
H -3.477 -3.153 0.947
H -1.738 -0.447 1.641
```

Values from the calculation:
HOMO-LUMO gap = 9.483 eV
HOMO energy = -8.84 eV



No. 3
Below is a 6-piece molecular cluster, H12O6 overall at a distorted geometry, with properties calculated with ωB97M-V with the def2-TZVPD basis set.

```
18
Properties=species:S:1:pos:R:3
O -1.904 1.202 0.539
H -1.780 0.288 0.861
H -1.821 1.214 -0.422
O 1.226 1.050 -0.006
H 1.871 1.260 0.708
H 0.455 0.765 0.300
O 0.320 2.194 2.319
H -0.495 2.181 1.917
H 0.842 2.875 1.939
O 1.648 -0.996 -2.089
H 1.325 -0.084 -1.921
H 2.641 -1.064 -2.023
O -0.888 -2.012 -1.587
H -1.404 -2.649 -1.987
H 0.031 -1.757 -1.730
O -0.495 -1.397 1.018
H -1.205 -1.694 0.346
H 0.275 -1.665 0.459
```

Values from the calculation:
HOMO-LUMO gap = 11.335 eV
HOMO energy = -10.91 eV
SMILES string = O.O.O.O.O.O



No. 4
Below is a 2-piece molecular cluster, C2H4F2Si overall at a distorted geometry, with properties calculated with ωB97M-V with the def2-TZVPD basis set.

```
9
Properties=species:S:1:pos:R:3
C -1.770 0.247 -2.243
C -2.895 0.415 -2.523
F -4.140 0.373 -2.709
F -0.357 1.419 1.442
Si 0.863 0.379 1.853
H -0.833 -0.142 -1.972
H 0.044 -0.684 2.383
H 1.749 0.581 3.003
H 1.388 0.151 0.364
```

Values from the calculation:
HOMO-LUMO gap = 11.246 eV
HOMO energy = -10.55 eV
SMILES string = F[SiH3].C#CF



No. 5
Below is an isolated ion of composition C6H9N4 and charge +1 at a distorted geometry, with properties calculated with ωB97M-V with the def2-TZVPD basis set.

```
19
Properties=species:S:1:pos:R:3
C -1.019 0.909 -1.028
C -2.490 -0.292 0.337
C -0.348 -0.999 0.232
C 1.854 -0.837 -0.458
C 0.182 0.591 -0.157
C 0.135 1.355 1.179
N -2.199 0.713 -0.530
N -1.592 -1.261 0.384
N 1.353 0.433 -0.909
N 0.776 -1.642 0.166
H -0.834 1.082 -2.135
H -3.409 -0.414 0.787
H 2.205 -1.416 -1.272
H 2.688 -0.923 0.249
H 1.051 1.183 1.613
H -0.657 1.106 1.803
H 0.037 2.414 0.971
H 1.097 0.483 -1.967
H 1.169 -2.485 0.733
```

Values from the calculation:
charge = +1
HOMO-LUMO gap = 7.969 eV
HOMO energy = -13.84 eV
SMILES string = C[C@]12C=NC=NC1=[NH+]CN2



No. 6
Below is a 12-piece molecular cluster, C72H132N18O18P6 overall at a distorted geometry, with properties calculated with ωB97M-V with the def2-TZVPD basis set.

```
246
Properties=species:S:1:pos:R:3
C 5.878 -5.093 -4.938
C 6.499 -4.799 -3.757
C 5.994 -3.851 -2.744
O 6.645 -3.415 -1.807
C 4.580 -3.425 -2.992
C 3.884 -3.804 -4.082
C 4.498 -4.534 -5.243
O 3.973 -4.586 -6.350
H 6.294 -5.827 -5.613
H 7.390 -5.319 -3.434
H 4.088 -2.905 -2.184
H 2.857 -3.481 -4.173
C -0.389 5.270 -2.267
C -0.622 6.560 -2.464
C 0.393 7.651 -2.296
O 0.189 8.877 -2.301
C 1.632 7.018 -2.157
C 1.931 5.716 -2.069
C 0.868 4.676 -2.200
O 1.021 3.459 -2.272
H -1.230 4.617 -2.089
H -1.655 6.870 -2.504
H 2.461 7.705 -2.074
H 2.968 5.424 -1.986
C 0.966 -4.439 6.905
C 0.907 -5.471 6.097
C 1.301 -5.402 4.646
O 1.444 -6.368 3.896
C 1.605 -4.048 4.282
C 1.614 -2.979 5.111
C 1.427 -3.090 6.565
O 1.668 -2.199 7.338
H 0.726 -4.533 7.954
H 0.263 -6.271 6.429
H 1.826 -3.895 3.236
H 1.880 -2.008 4.719
C -0.458 -0.955 0.941
C 0.742 -1.483 0.658
C 1.677 -0.864 -0.253
O 2.787 -1.323 -0.446
C 1.298 0.413 -0.824
C 0.081 0.921 -0.473
C -0.915 0.332 0.458
O -1.938 0.845 0.691
H -1.113 -1.534 1.576
H 1.065 -2.381 1.164
H 1.942 0.922 -1.525
H -0.223 1.845 -0.943
C -2.325 -5.684 2.784
C -3.136 -6.700 2.368
C -3.584 -6.871 0.997
O -4.392 -7.644 0.611
C -2.999 -5.882 0.131
C -2.166 -4.870 0.541
C -1.838 -4.628 1.967
O -1.199 -3.655 2.457
H -2.031 -5.785 3.818
H -3.560 -7.442 3.028
H -3.158 -5.968 -0.934
H -1.655 -4.290 -0.214
C -5.252 3.013 3.401
C -4.955 2.125 2.346
C -5.964 1.319 1.612
O -5.767 0.543 0.717
C -7.268 1.522 2.202
C -7.601 2.372 3.172
C -6.600 3.160 3.964
O -6.887 3.982 4.819
H -4.566 3.680 3.900
H -3.935 2.027 2.008
H -8.060 0.847 1.916
H -8.579 2.228 3.607
O -5.733 -0.302 5.027
P -4.867 -1.519 4.990
N -3.255 -1.290 5.493
C -2.234 -2.372 5.589
C -2.800 0.088 5.729
N -4.652 -2.218 3.407
C -3.662 -1.718 2.470
C -5.603 -3.191 2.882
N -5.463 -2.756 6.055
C -6.238 -2.462 7.162
C -4.838 -4.160 6.005
H -2.274 -2.920 4.648
H -2.331 -3.052 6.436
H -1.213 -1.994 5.636
H -2.447 0.643 4.861
H -1.916 0.073 6.367
H -3.608 0.678 6.162
H -2.865 -1.117 2.908
H -3.328 -2.562 1.867
H -4.265 -1.057 1.848
H -6.007 -3.724 3.743
H -6.371 -2.665 2.314
H -5.027 -4.009 2.451
H -6.546 -1.417 7.182
H -7.074 -3.158 7.095
H -5.702 -2.485 8.111
H -4.106 -4.247 6.809
H -4.405 -4.392 5.032
H -5.569 -4.958 6.130
O 4.155 -1.660 3.970
P 5.395 -0.903 3.581
N 6.585 -0.680 4.752
C 6.770 -1.829 5.629
C 7.541 0.377 4.886
N 5.094 0.644 3.008
C 4.884 0.947 1.567
C 4.498 1.600 3.898
N 6.220 -1.652 2.299
C 7.677 -1.326 2.096
C 5.619 -2.394 1.145
H 7.792 -2.207 5.610
H 6.162 -2.676 5.311
H 6.604 -1.523 6.661
H 8.443 0.243 4.289
H 7.928 0.388 5.905
H 7.027 1.285 4.571
H 5.722 0.452 1.076
H 3.991 0.473 1.160
H 4.929 2.022 1.398
H 4.509 2.569 3.398
H 3.454 1.444 4.171
H 5.166 1.821 4.731
H 7.807 -0.244 2.138
H 8.214 -1.836 2.896
H 8.167 -1.727 1.209
H 4.839 -2.972 1.640
H 6.363 -3.002 0.629
H 5.226 -1.634 0.470
O 0.156 -3.744 -3.167
P -0.644 -2.918 -4.169
N -1.578 -3.955 -5.201
C -2.382 -3.336 -6.215
C -2.036 -5.331 -4.696
N 0.236 -1.894 -5.241
C 0.908 -2.548 -6.390
C 0.991 -0.730 -4.666
N -1.831 -1.817 -3.510
C -2.550 -0.957 -4.305
C -2.437 -2.249 -2.244
H -3.407 -3.257 -5.851
H -2.459 -3.879 -7.157
H -2.067 -2.340 -6.524
H -2.465 -5.903 -5.518
H -2.855 -5.322 -3.976
H -1.175 -5.858 -4.285
H 0.198 -3.120 -6.987
H 1.305 -1.822 -7.100
H 1.729 -3.211 -6.116
H 1.946 -1.147 -4.347
H 1.282 0.116 -5.290
H 0.519 -0.442 -3.726
H -2.967 -0.186 -3.658
H -2.030 -0.325 -5.026
H -3.405 -1.506 -4.702
H -1.749 -2.056 -1.422
H -2.530 -3.335 -2.201
H -3.369 -1.739 -2.002
O -4.848 2.401 -5.723
P -5.072 2.638 -4.273
N -6.443 1.810 -3.537
C -7.782 2.250 -3.279
C -6.386 0.296 -3.477
N -5.401 4.272 -3.778
C -5.274 4.799 -2.346
C -6.040 5.080 -4.810
N -3.693 2.327 -3.306
C -3.754 1.871 -1.917
C -2.361 2.475 -3.886
H -8.588 1.831 -3.882
H -7.800 3.340 -3.278
H -8.182 1.912 -2.323
H -7.039 -0.123 -2.712
H -5.414 -0.120 -3.214
H -6.723 0.007 -4.473
H -4.261 4.467 -2.119
H -5.201 5.885 -2.403
H -5.810 4.342 -1.514
H -5.701 6.102 -4.637
H -5.637 4.828 -5.791
H -7.126 4.991 -4.782
H -3.469 0.827 -1.791
H -3.098 2.416 -1.238
H -4.779 1.950 -1.554
H -2.346 1.843 -4.773
H -1.667 2.343 -3.056
H -2.292 3.417 -4.431
O -2.098 3.805 4.161
P -0.628 3.925 4.014
N 0.263 4.994 5.119
C 1.669 5.295 4.938
C -0.432 5.458 6.318
N -0.078 4.259 2.416
C 1.251 4.200 1.840
C -1.147 4.333 1.395
N 0.076 2.454 4.337
C 0.198 2.038 5.707
C 0.209 1.398 3.369
H 1.955 6.007 5.712
H 1.777 5.674 3.922
H 2.290 4.403 5.023
H -0.350 6.541 6.407
H 0.053 5.077 7.217
H -1.490 5.200 6.375
H 1.154 3.574 0.953
H 1.509 5.129 1.332
H 1.940 3.794 2.582
H -0.974 5.055 0.596
H -1.262 3.437 0.785
H -2.074 4.612 1.896
H 0.902 1.238 5.937
H 0.284 2.929 6.330
H -0.702 1.540 6.067
H -0.444 1.673 2.541
H -0.019 0.407 3.762
H 1.242 1.404 3.020
O 6.643 2.596 -6.472
P 5.573 1.732 -5.914
N 4.705 2.475 -4.674
C 4.544 3.942 -4.768
C 3.816 1.684 -3.750
N 6.253 0.294 -5.172
C 6.740 -0.698 -6.209
C 7.037 0.429 -3.871
N 4.442 1.072 -7.081
C 3.511 -0.058 -6.869
C 4.199 1.746 -8.348
H 3.480 4.167 -4.704
H 5.026 4.315 -5.672
H 4.971 4.427 -3.890
H 2.793 1.999 -3.953
H 3.779 2.128 -2.755
H 3.958 0.603 -3.755
H 7.582 -0.226 -6.717
H 7.105 -1.603 -5.724
H 6.017 -0.846 -7.010
H 6.619 1.098 -3.119
H 7.039 -0.555 -3.401
H 8.085 0.725 -3.914
H 3.738 -0.852 -7.581
H 3.558 -0.403 -5.836
H 2.496 0.338 -6.895
H 4.625 2.749 -8.310
H 3.139 1.973 -8.457
H 4.687 1.255 -9.191
```

Values from the calculation:
HOMO-LUMO gap = 5.663 eV
HOMO energy = -8.32 eV
SMILES string = CN(C)P(=O)(N(C)C)N(C)C.CN(C)P(=O)(N(C)C)N(C)C.CN(C)P(=O)(N(C)C)N(C)C.CN(C)P(=O)(N(C)C)N(C)C.CN(C)P(=O)(N(C)C)N(C)C.CN(C)P(=O)(N(C)C)N(C)C.O=C1C=CC(=O)C=C1.O=C1C=CC(=O)C=C1.O=C1C=CC(=O)C=C1.O=C1C=CC(=O)C=C1.O=C1C=CC(=O)C=C1.O=C1C=CC(=O)C=C1



No. 7
Below is C24H41Cl3GeINPdSi3 as an isolated structure, with properties calculated with ωB97M-V with the def2-TZVPD basis set.

```
75
Properties=species:S:1:pos:R:3
Pd 0.666 -0.803 -0.472
C 2.368 -1.854 3.089
Si 1.045 -1.136 2.003
C 0.736 0.582 2.658
C -0.504 -2.187 2.178
C -0.958 -2.326 3.502
C -2.133 -3.005 3.802
C -2.880 -3.571 2.778
C -2.445 -3.461 1.462
C -1.260 -2.780 1.138
Si -0.809 -2.869 -0.694
C -0.128 -4.567 -0.990
C -2.273 -2.750 -1.829
H 2.147 -1.579 4.129
H 3.362 -1.460 2.845
H 2.401 -2.942 3.013
H 0.802 0.565 3.757
H -0.257 0.942 2.378
H 1.491 1.281 2.283
H -0.384 -1.891 4.322
H -2.464 -3.092 4.832
H -3.801 -4.101 3.001
H -3.040 -3.927 0.679
H -0.990 -5.238 -1.097
H 0.480 -4.919 -0.154
H 0.462 -4.624 -1.912
H -3.119 -3.291 -1.380
H -1.998 -3.250 -2.762
H -2.601 -1.735 -2.076
I 2.918 -3.391 -0.070
C 3.811 -1.539 -0.367
C 5.191 -1.430 -0.293
C 5.762 -0.195 -0.543
C 4.947 0.866 -0.885
C 3.584 0.658 -0.950
N 3.013 -0.516 -0.664
H 5.794 -2.297 -0.056
H 6.839 -0.073 -0.487
H 5.356 1.840 -1.124
H 2.913 1.429 -1.270
Cl -0.259 -1.469 -4.436
Ge 1.413 -1.065 -3.108
Cl 2.841 -2.602 -3.663
Cl 2.342 0.753 -3.958
C -0.948 1.526 -2.692
Si -0.695 1.268 -0.880
C -2.449 1.352 -0.040
C -2.702 -0.059 0.490
C -2.636 2.341 1.114
C -3.473 1.672 -1.137
C 0.103 3.863 -0.642
C -0.886 4.593 -1.496
C 1.462 3.649 -1.227
C 0.118 4.188 0.821
H -1.681 2.301 -2.911
H -1.331 0.570 -3.080
H -0.019 1.736 -3.226
H -2.036 -0.316 1.313
H -2.603 -0.828 -0.284
H -3.732 -0.109 0.868
H -1.847 2.296 1.863
H -3.578 2.097 1.621
H -2.724 3.369 0.757
H -3.477 0.930 -1.940
H -3.330 2.658 -1.583
H -4.469 1.665 -0.677
H -0.806 4.338 -2.552
H -0.673 5.669 -1.401
H -1.916 4.454 -1.161
H 1.454 3.114 -2.183
H 2.118 3.154 -0.515
H 1.897 4.642 -1.428
H -0.838 4.531 1.195
H 0.844 5.003 0.969
H 0.469 3.354 1.436
```

Values from the calculation:
charge = +1
HOMO-LUMO gap (spin up / spin down) = 5.829 / 6.054 eV
⟨S²⟩ = 8.768
HOMO energy (spin up / spin down) = -8.69 / -11.74 eV
2S+1 = 6



No. 8
Below is one molecule with the formula C6H10N2 at a distorted geometry, with properties calculated with ωB97M-V with the def2-TZVPD basis set.

```
18
Properties=species:S:1:pos:R:3
C -1.617 0.622 -0.923
C -0.280 -1.324 -0.160
C 1.074 -0.768 0.464
C 1.764 0.591 0.299
C -0.395 0.832 0.023
C -0.304 -0.387 0.950
H -1.569 1.253 -1.855
H -2.598 0.621 -0.417
H -1.786 -1.552 -1.275
H -0.463 -2.455 -0.089
H 1.643 -1.610 0.933
H 2.493 0.581 -0.581
H 2.375 0.655 1.177
H 0.749 1.970 1.390
H 0.101 0.463 -0.868
H -0.860 -0.336 1.853
N -1.088 -0.827 -1.275
N 0.762 1.670 0.355
```

Values from the calculation:
HOMO-LUMO gap = 9.666 eV
HOMO energy = -8.64 eV
SMILES string = C1N[C@H]2CN[C@H]3[C@@H]1[C@H]32